[1]
Formula: C5H8O
Source: the OMol25 dataset
Level of theory: wB97M-V/def2-TZVPD

Output
multiplicity	1
SMILES	CC1=CCOC1
HOMO level	-9.023	eV

XYZ file:
```
14
Properties=species:S:1:pos:R:3:forces:R:3
C -1.131 -1.354 0.630 -0.3 -1.6 1.7
C -0.370 -0.177 0.148 -1.5 -1.1 -0.2
C 0.404 0.588 0.867 -0.4 0.3 0.9
C 1.247 1.416 0.000 2.4 1.6 -1.4
C -0.160 0.058 -1.277 0.4 0.8 -2.4
H -1.185 -1.356 1.762 0.6 -0.1 -1.1
H -0.627 -2.318 0.277 -0.6 1.2 0.5
H -2.204 -1.471 0.422 0.3 0.5 -0.8
H 0.318 0.537 1.939 0.7 0.2 0.3
H 2.360 0.894 -0.082 -2.5 1.4 0.0
H 1.411 2.547 0.329 -0.5 -2.4 -0.9
H 0.400 -0.838 -1.665 0.3 0.9 0.0
H -1.021 0.113 -2.003 0.4 0.2 1.2
O 0.557 1.361 -1.347 0.7 -1.9 2.2
```
Positions in Å, forces in eV/Å.

***

[2]
Formula: C5H8O
Source: the OMol25 dataset
Level of theory: wB97M-V/def2-TZVPD

Output
multiplicity	1
HOMO level	-8.080	eV

XYZ file:
```
14
Properties=species:S:1:pos:R:3:forces:R:3
C 0.319 1.142 -2.547 -0.2 1.3 4.6
C 0.274 1.305 -0.946 2.0 0.1 -5.5
C -0.175 0.059 0.952 -0.7 -1.9 -1.2
C 0.476 -1.360 0.941 -1.0 1.4 0.1
C -0.925 -1.118 1.447 -1.9 -0.3 0.3
H 1.198 1.831 -2.821 -1.8 -1.2 -0.5
H -0.575 0.591 -3.457 3.1 1.9 3.7
H 1.274 2.067 -0.086 -3.1 -2.4 -3.0
H -0.024 0.826 1.651 0.9 0.8 0.9
H 1.104 -1.521 1.799 0.9 -0.4 -0.5
H 0.604 -1.829 -0.065 0.1 0.5 1.3
H -1.804 -1.501 0.865 1.0 0.5 0.5
H -1.128 -1.074 2.555 0.4 -0.4 -1.3
O -0.618 0.582 -0.289 0.1 0.1 0.7
```
Positions in Å, forces in eV/Å.

***

Maximum force / eV Å⁻¹: 3.22; 5.89
Frontier orbital gap / eV: 10.00; 8.95